This record from the Open Molecules 2025 dataset describes 2 unconnected molecules or ions with the total composition C17H11FO5. The level of theory is ωB97M-V/def2-TZVPD.

The value obtained for the energy relative to the best compared isomer or geometry (same formula, charge and spin) is 0.0000 eV. As for the expectation value of S²: 0.778. For the frontier orbital gap (alpha / beta), the calculation gives 0.177 / 0.301 hartree. Its total charge is -1. The calculation puts the HOMO energy (alpha / beta) at -2.151 / -5.522 eV. The multiplicity is 2. The calculation puts the LUMO energy (alpha / beta) at 2.67 / 2.66 eV. The calculation puts the total energy at -30763.176 eV.

Geometry as XYZ:
```
34
Properties=species:S:1:pos:R:3:lowdin_charge:R:1
F -13.43326 8.27842 0.97447 0.0993
O -9.27174 6.00856 0.74904 -0.0537
O -12.97255 6.80087 4.68518 -0.0469
O -15.33224 12.00011 2.65172 0.0964
O -15.85887 10.58159 0.94721 0.0559
O -14.15001 10.09058 2.16231 0.1448
C -12.52260 5.68804 2.55407 -0.1118
C -15.36654 9.31706 0.43012 -0.0240
C -9.75989 6.60734 3.08116 -0.0918
C -10.29466 7.11975 5.36035 -0.0337
C -10.73497 6.75207 4.08044 -0.1215
C -11.49030 5.45601 1.62263 -0.0938
C -11.80627 4.60967 0.51601 -0.0296
C -8.02303 7.25905 4.66931 -0.1043
C -14.14401 4.46892 1.18030 -0.1068
C -14.50664 8.81615 1.55599 -0.2775
C -12.13358 6.46938 3.80006 -0.3130
C -13.09967 4.15095 0.31305 -0.1264
C -13.84120 5.26700 2.29501 -0.0555
C -8.45813 7.08730 3.35608 -0.0259
C -15.15990 10.94499 2.00698 -0.5588
C -8.97690 7.23324 5.65950 -0.1299
C -10.11342 6.06991 1.70165 -0.2962
H -11.07057 7.25964 6.09844 0.1077
H -13.25128 3.65709 -0.63538 0.0838
H -8.62590 7.41685 6.66423 0.0916
H -14.85748 9.66747 -0.46774 0.1472
H -14.59147 5.58552 3.00355 0.0967
H -6.99278 7.43161 4.94352 0.0892
H -14.95861 8.07494 2.21510 0.1710
H -11.22271 4.40085 -0.36844 0.1003
H -15.19030 4.37717 0.92880 0.0816
H -16.24454 8.70077 0.23672 0.1378
H -7.77335 6.88734 2.54522 0.0978
```